# 1
Molecular formula: C17H34N2O16S
Method: DFT, wB97M-V/def2-TZVPD

Geometry (Å):
C 18.691 -25.116 18.805
N 19.340 -26.289 18.279
C 20.418 -26.873 19.092
C 18.299 -27.340 18.097
C 19.830 -25.886 16.859
C 20.619 -26.868 15.997
O 21.155 -26.076 14.877
H 19.573 -24.406 18.783
H 18.217 -25.409 19.780
H 17.740 -24.774 18.334
H 21.135 -26.107 19.264
H 21.089 -27.664 18.792
H 20.167 -27.187 20.175
H 17.748 -27.598 19.154
H 18.706 -28.121 17.731
H 17.571 -27.071 17.660
H 20.420 -24.933 17.188
H 18.956 -25.439 16.489
H 19.895 -27.455 15.506
H 21.487 -27.630 16.244
H 22.024 -26.474 14.994
N 16.487 -22.049 18.301
O 17.583 -22.293 17.960
O 15.737 -23.053 18.610
O 16.050 -20.934 18.640
O 17.129 -25.848 15.092
S 16.489 -25.272 13.910
O 15.063 -25.191 13.919
O 16.863 -23.746 13.872
C 16.418 -22.946 14.870
C 16.983 -21.597 14.620
C 17.106 -26.078 12.421
H 16.677 -23.322 15.984
H 15.424 -22.935 14.971
H 18.125 -21.572 14.419
H 16.584 -20.809 15.176
H 16.481 -21.278 13.685
H 16.811 -27.053 12.639
H 18.182 -25.880 12.321
H 16.435 -25.745 11.580
C 12.304 -21.397 17.981
C 12.858 -21.726 19.366
O 11.688 -21.945 20.098
C 10.681 -22.145 19.216
O 9.719 -22.659 19.634
O 11.122 -22.101 18.008
H 12.904 -21.772 17.137
H 12.212 -20.279 17.780
H 13.284 -20.883 19.682
H 13.510 -22.482 19.522
C 17.247 -21.681 22.292
C 17.083 -23.204 22.132
O 18.327 -23.520 21.466
C 19.021 -22.436 21.209
O 20.104 -22.371 20.637
O 18.537 -21.388 21.779
H 16.994 -21.503 23.297
H 16.519 -21.051 21.880
H 16.086 -23.314 21.571
H 16.998 -23.824 23.018
C 20.458 -19.692 18.216
C 19.152 -19.251 17.658
O 19.610 -18.131 16.882
C 20.791 -17.822 17.244
O 21.402 -16.807 16.816
O 21.398 -18.640 18.096
H 20.903 -20.620 17.919
H 20.422 -19.705 19.139
H 18.482 -18.947 18.373
H 18.613 -19.818 16.981

Output
- Frontier orbital gap: 0.2896 Eh
- Highest occupied orbital energy: -8.407 eV
- Max |F|: 12.23 eV/A

=====

# 2
Molecular formula: C17H34N3O5S2Si
Method: DFT, wB97M-V/def2-TZVPD

Geometry (Å):
C 1.857 -1.675 3.822
C 1.250 -2.899 3.050
O 0.090 -3.163 3.268
N 1.966 -3.721 2.045
C 3.303 -4.166 2.525
C 2.057 -2.886 0.866
C 1.366 -2.917 -0.395
N 1.878 -1.791 -1.131
C 2.806 -1.158 -0.347
Si 3.887 0.412 -0.593
C 3.009 1.657 -1.753
C 5.700 0.063 -1.065
C 3.937 1.285 1.131
N 2.972 -1.789 0.868
H 2.938 -1.792 4.114
H 1.801 -0.784 3.118
H 1.252 -1.373 4.723
H 3.943 -4.589 1.698
H 3.128 -5.026 3.237
H 3.880 -3.384 3.092
H 0.592 -3.653 -0.700
H 1.598 -1.483 -2.061
H 2.749 1.204 -2.746
H 2.069 1.969 -1.203
H 3.650 2.575 -1.839
H 5.890 0.301 -2.151
H 5.977 -0.996 -0.796
H 6.336 0.727 -0.403
H 3.917 0.560 1.992
H 4.897 1.865 1.226
H 3.024 1.935 1.239
H 3.584 -1.596 1.659
C -3.043 -1.795 2.117
C -4.241 -2.541 1.522
C -4.603 -1.850 0.202
S -3.084 -1.126 -0.414
O -3.219 0.311 -0.404
O -2.649 -1.848 -1.589
C -2.063 -1.606 0.968
H -2.591 -2.347 2.941
H -3.367 -0.822 2.498
H -3.963 -3.581 1.329
H -5.090 -2.552 2.207
H -4.988 -2.558 -0.531
H -5.322 -1.046 0.355
H -1.317 -0.836 1.163
H -1.574 -2.548 0.710
C -3.905 3.360 -3.178
C -2.765 3.012 -2.217
C -1.764 4.171 -2.255
S -2.707 5.635 -2.678
O -2.272 6.103 -3.971
O -2.776 6.505 -1.530
C -4.277 4.806 -2.874
H -4.759 2.692 -3.052
H -3.557 3.272 -4.211
H -3.163 2.902 -1.205
H -2.286 2.069 -2.483
H -1.283 4.320 -1.289
H -1.009 4.022 -3.027
H -4.849 5.280 -3.670
H -4.814 4.884 -1.927

Output
- Total charge: +1
- Frontier orbital gap: 0.3006 Eh
- Highest occupied orbital energy: -11.702 eV
- Max |F|: 4.67 eV/A

=====

# 3
Molecular formula: C17H34NO11
Method: DFT, wB97M-V/def2-TZVPD

Geometry (Å):
N 0.131 1.902 -1.583
H -0.774 2.349 -1.550
H 0.384 1.600 -2.528
H 0.107 1.112 -0.928
H -0.806 5.344 -6.729
C 5.026 -3.162 6.845
O -3.748 5.393 2.579
O 4.082 -1.066 7.459
O 5.982 -2.562 7.022
C -4.522 -3.224 -6.641
O -4.676 -4.329 -7.036
O -1.336 4.970 -7.372
O -4.139 -2.122 -6.653
C 0.764 0.913 -7.065
C 0.389 0.388 -5.730
O 1.121 0.420 -4.800
C -1.105 0.100 -5.580
H 0.237 1.852 -7.340
H 0.427 0.224 -7.851
H 1.869 1.033 -7.068
H -1.240 -0.927 -5.130
H -1.738 0.123 -6.482
H -1.479 0.735 -4.799
C 4.131 1.112 5.677
C 3.938 0.360 4.291
O 4.756 0.204 3.355
C 2.609 -0.349 4.264
H 3.721 0.493 6.488
H 3.533 2.017 5.684
H 5.133 1.425 5.990
H 2.124 -0.338 3.236
H 1.973 0.122 4.980
H 2.773 -1.329 4.623
C 3.651 3.268 -0.472
C 3.059 3.429 0.904
O 3.610 2.967 1.887
C 1.756 4.086 0.896
H 3.077 2.511 -0.995
H 4.742 3.065 -0.429
H 3.374 4.240 -0.962
H 1.162 3.695 0.107
H 1.908 5.134 1.000
H 1.282 3.738 1.831
C -3.642 -2.146 -3.226
C -3.266 -1.045 -2.230
O -2.809 -1.381 -1.163
C -3.664 0.431 -2.487
H -3.747 -3.035 -2.631
H -2.781 -2.320 -3.881
H -4.492 -1.975 -3.810
H -4.521 0.623 -1.810
H -3.964 0.579 -3.526
H -2.925 1.234 -2.296
C -3.050 -4.567 4.519
C -2.302 -4.573 5.815
O -2.471 -5.495 6.643
C -1.205 -3.570 5.995
H -2.307 -4.767 3.713
H -3.652 -3.665 4.315
H -3.830 -5.341 4.522
H -1.428 -2.748 6.655
H -0.864 -3.052 5.070
H -0.350 -4.104 6.418

Output
- Total charge: -3
- Frontier orbital gap: 0.0355 Eh
- Highest occupied orbital energy: 2.583 eV
- Max |F|: 3.61 eV/A

=====

> Number 3 is which compound?

C17H34NO11

=====

> Which value of frontier orbital gap does entry 1 give?

0.2896 Eh

=====

> Which of these has the highest max |F|?

C17H34N2O16S